[1]
56
Properties=species:S:1:pos:R:3:forces:R:3 method="wB97M-V/def2-TZVPD" smiles="CCCn1c(SCC(=O)N[C@H](C)[C@]23C[C@H]4C[C@H](C[C@H](C4)C2)C3)n[nH]c1=O" energy_ha=-1509.77590 max_force_ha_per_bohr=0.0146 de_lowest_kcal_mol=0.00
C -5.584251 -0.204149 2.413122 0.234 -0.041 -0.060
C -4.247878 -0.397631 1.711356 -0.202 -0.023 -0.099
C -4.450593 -0.817930 0.254197 -0.093 0.005 0.467
N -3.192546 -0.937865 -0.434753 0.373 -0.057 -0.269
C -2.410812 0.071229 -0.910978 0.622 -0.166 -0.385
S -2.925858 1.727367 -0.923521 -0.108 0.445 -0.147
C -1.301594 2.476072 -1.207806 -0.481 -0.401 0.218
C -0.381036 2.154991 -0.027724 -0.028 0.166 -0.452
O -0.804048 1.882017 1.071888 -0.054 -0.058 0.393
N 0.922734 2.240781 -0.342639 0.368 0.038 -0.086
C 1.994693 1.987307 0.604441 0.186 -0.041 0.155
C 2.964529 3.166022 0.555750 -0.165 -0.189 0.128
C 2.634015 0.593917 0.360346 -0.236 0.329 0.152
C 3.750828 0.332974 1.377085 0.005 -0.081 -0.135
C 4.324845 -1.070870 1.180542 0.215 -0.051 0.205
C 3.227845 -2.115738 1.368321 -0.005 0.015 -0.050
C 2.121464 -1.869473 0.345109 -0.177 -0.152 0.058
C 2.692247 -1.984687 -1.067076 0.041 0.005 0.088
C 3.794138 -0.942515 -1.248285 0.105 -0.021 -0.332
C 4.903886 -1.187031 -0.228161 -0.064 0.024 0.024
C 3.211299 0.458470 -1.053253 0.053 -0.077 0.100
C 1.544919 -0.470580 0.546664 0.073 -0.083 -0.069
N -1.276879 -0.357318 -1.374619 -0.105 0.574 -0.127
N -1.315279 -1.713249 -1.181095 -0.195 0.162 0.096
C -2.473097 -2.121503 -0.584176 0.132 -0.091 -0.165
O -2.815431 -3.236446 -0.276718 -0.289 -0.591 0.290
H -6.163728 0.573933 1.921265 -0.127 0.090 -0.010
H -5.427090 0.086806 3.448202 -0.076 0.030 0.099
H -6.160966 -1.126256 2.397813 -0.130 -0.074 0.039
H -3.667289 -1.168806 2.221338 0.074 0.016 -0.042
H -3.674578 0.531281 1.739831 0.085 -0.044 -0.006
H -5.065035 -0.081616 -0.272832 -0.043 -0.134 0.007
H -4.930168 -1.799148 0.204425 -0.025 0.138 -0.072
H -1.471136 3.551365 -1.269373 -0.010 -0.025 -0.028
H -0.907749 2.098179 -2.149831 0.099 0.104 0.024
H 1.196086 2.449863 -1.289060 -0.180 -0.026 -0.019
H 1.512985 1.963108 1.588481 0.078 -0.032 -0.118
H 3.477778 3.214372 -0.401657 0.116 0.048 -0.114
H 2.410981 4.092115 0.695541 -0.013 0.068 0.009
H 3.702482 3.092252 1.347553 0.148 0.020 0.039
H 4.554452 1.060359 1.250759 0.045 0.086 0.043
H 3.355689 0.434656 2.390161 -0.027 0.067 0.106
H 5.119292 -1.238358 1.916725 -0.049 0.015 -0.044
H 3.642254 -3.118062 1.238779 0.022 -0.068 0.040
H 2.818994 -2.049848 2.378717 -0.020 -0.038 0.067
H 1.326681 -2.611319 0.485290 0.023 0.034 -0.002
H 3.096639 -2.986529 -1.228837 -0.006 -0.058 -0.050
H 1.904519 -1.815790 -1.806042 -0.056 -0.016 -0.089
H 4.206567 -1.020060 -2.261300 -0.031 0.010 0.069
H 5.704114 -0.455679 -0.364891 0.070 0.013 -0.018
H 5.331136 -2.181295 -0.375177 0.061 -0.040 -0.016
H 2.426597 0.621489 -1.795735 -0.052 0.048 -0.073
H 3.998056 1.198508 -1.214728 0.033 0.084 -0.049
H 0.741724 -0.296403 -0.170248 -0.006 0.028 0.061
H 1.117125 -0.385758 1.547720 -0.063 0.046 0.071
H -0.515501 -2.278387 -1.408214 -0.141 -0.030 0.077

---

[2]
208
Properties=species:S:1:pos:R:3:forces:R:3 method="wB97M-V/def2-TZVPD" smiles="CCOP(=O)(OCC)OCC.CCOP(=O)(OCC)OCC.CCOP(=O)(OCC)OCC.CCOP(=O)(OCC)OCC.CCOP(=O)(OCC)OCC.CCOP(=O)(OCC)OCC.CCOP(=O)(OCC)OCC.CCOP(=O)(OCC)OCC" energy_ha=-7040.14104 max_force_ha_per_bohr=0.0545 de_lowest_kcal_mol=63.04
C -2.385840 20.646378 -9.240331 -1.759 -0.450 -0.265
C -2.198287 21.787384 -8.281799 0.340 0.613 0.753
O -1.743709 21.196640 -7.037859 -0.969 0.348 1.074
P -2.500693 21.614421 -5.664819 0.380 -0.518 -0.276
O -2.837825 23.043193 -5.540331 0.030 -0.581 -0.200
O -1.443848 21.066610 -4.574422 -0.765 -0.815 -1.026
C -0.308784 21.900686 -4.321693 -0.023 2.679 -0.043
C 0.661729 22.275323 -5.463828 -0.312 -1.113 -0.313
O -3.755490 20.595423 -5.576588 1.901 0.475 0.514
C -5.004387 20.899318 -6.189516 -1.115 -0.159 0.568
C -5.931964 19.742257 -5.821840 0.434 -0.467 -0.003
H -1.689664 19.818521 -9.135309 0.663 0.527 -0.452
H -3.328187 20.126862 -9.006294 0.003 0.194 0.607
H -2.675358 20.951595 -10.248517 1.016 0.141 -0.207
H -1.469140 22.584912 -8.455337 0.306 -0.530 -0.841
H -3.100978 22.392420 -8.141136 -0.250 -0.464 0.107
H -0.766651 22.853872 -4.034923 0.203 -0.037 0.400
H 0.307949 21.587226 -3.483826 -0.681 -0.877 0.115
H 1.648308 21.927450 -5.163021 0.180 0.281 -0.267
H 0.396007 21.768027 -6.391690 0.113 -0.125 0.093
H 0.655510 23.335788 -5.704143 0.048 0.060 0.305
H -5.402913 21.821220 -5.762020 0.213 0.186 -0.281
H -4.888693 20.963169 -7.272395 -0.011 0.202 0.023
H -5.594499 18.861188 -6.370651 -0.194 -0.097 0.035
H -5.840466 19.500937 -4.761650 0.148 0.173 0.030
H -6.996243 19.889725 -5.998111 0.114 0.346 -0.347
C -1.575984 9.556420 7.443639 0.097 -0.505 0.465
C -0.120394 10.007494 7.534441 -1.702 0.393 -0.037
O 0.375162 10.357723 6.243911 0.669 0.021 -0.928
P 0.021177 11.760698 5.564150 -0.288 1.362 1.474
O -0.494690 12.764723 6.534980 0.287 -1.191 -1.171
O 1.355658 12.227024 4.835714 -0.986 -0.526 -0.115
C 2.670584 11.991909 5.316417 0.341 0.037 0.402
C 3.582689 13.102858 4.842892 1.745 0.187 0.756
O -0.981501 11.467910 4.365052 0.418 0.155 0.751
C -1.009572 10.265941 3.590193 -0.652 -0.158 -0.187
C -2.338287 10.301590 2.794785 2.000 -1.105 -0.673
H -1.910180 9.442814 8.479215 -0.239 0.055 -0.092
H -2.233528 10.258551 6.933205 0.163 0.186 0.055
H -1.685472 8.572595 6.982696 0.119 0.062 -0.153
H -0.126814 10.908085 8.150645 0.484 -0.180 0.163
H 0.452381 9.181153 7.948479 0.464 0.310 -0.140
H 2.787497 12.010072 6.405120 -0.905 -0.178 0.035
H 2.942355 10.975921 5.016651 0.290 0.256 -0.302
H 4.008298 13.590222 5.728492 -0.174 0.021 0.102
H 4.482198 12.693438 4.378787 -0.303 0.062 -0.538
H 3.207702 13.957525 4.288402 -0.597 -0.570 -0.452
H -0.118903 10.237923 2.958469 -0.150 0.050 -0.240
H -0.961488 9.373113 4.216660 -0.059 0.239 0.330
H -2.097716 10.731707 1.821627 -0.626 0.874 0.219
H -2.548536 9.274983 2.481671 -0.401 -0.077 0.468
H -3.134970 10.739843 3.381210 -0.104 0.138 -0.225
C 8.179032 10.607297 -0.337756 -0.411 -0.982 0.328
C 7.234883 11.793376 -0.303463 -0.062 -0.073 0.007
O 6.246564 11.582445 0.722105 -0.554 -0.188 0.547
P 4.866184 12.369004 0.675122 -0.164 -0.142 -0.127
O 4.600814 12.956608 -0.650607 -0.248 -0.321 0.412
O 3.836965 11.298183 1.312513 1.099 0.869 -0.231
C 2.489500 11.734211 1.534688 -1.352 0.201 -0.798
C 1.633041 11.374799 0.310119 -0.541 -1.182 1.114
O 4.930929 13.441740 1.834604 -0.434 -0.247 0.247
C 5.755358 14.616048 1.806888 0.972 -1.244 0.185
C 5.667659 15.221888 3.188645 -0.025 0.478 0.271
H 7.684259 9.690586 0.001908 -0.574 0.236 -0.194
H 8.448472 10.378393 -1.367650 0.555 0.253 0.105
H 9.011602 10.610038 0.366069 0.302 0.676 -0.393
H 7.731470 12.737772 -0.070366 0.173 -0.089 -0.165
H 6.709974 11.902307 -1.251806 0.090 0.031 -0.006
H 2.032036 11.206463 2.371002 0.684 -0.127 0.296
H 2.411965 12.792237 1.789469 0.422 0.095 -0.147
H 0.634255 11.816899 0.347002 0.402 0.937 -0.434
H 2.187840 11.424445 -0.620543 -0.296 0.458 -0.139
H 1.306991 10.338496 0.470522 0.594 -0.288 -0.366
H 6.789871 14.272389 1.674157 0.027 0.023 -0.047
H 5.540039 15.182529 0.900686 -0.447 0.531 0.450
H 5.980760 14.551024 3.991574 0.158 -0.497 -0.460
H 6.362732 16.057707 3.287226 -0.370 0.329 -0.169
H 4.648453 15.474608 3.478222 0.027 0.496 -0.305
C -4.072484 20.282831 -1.796409 0.672 -0.834 -1.142
C -5.274090 20.831736 -1.070351 0.320 0.440 0.089
O -5.229789 22.266274 -0.913396 0.989 0.867 0.373
P -3.955878 23.048863 -0.273601 -1.273 -0.368 -0.072
O -2.820260 22.201617 0.113461 -0.065 0.235 -0.309
O -3.649519 24.138178 -1.404140 -0.362 -0.583 0.550
C -2.305294 24.413361 -1.705681 2.273 1.531 -0.576
C -1.778017 25.709512 -1.024598 0.135 -1.413 -0.791
O -4.621042 23.891608 0.917897 0.835 -0.562 -0.983
C -5.100185 23.187215 2.090295 -0.583 0.731 0.856
C -4.257116 22.051948 2.618081 -0.012 -0.932 -0.355
H -4.258787 19.363067 -2.364418 -0.624 -0.166 0.401
H -3.779397 20.920795 -2.634067 0.033 0.481 0.309
H -3.181838 20.042625 -1.220096 -0.134 0.470 0.343
H -6.160675 20.675248 -1.682442 -0.122 -0.114 0.251
H -5.405236 20.451338 -0.056631 -0.065 -0.521 -0.206
H -1.609165 23.580250 -1.584493 -0.441 -0.277 0.780
H -2.112218 24.639974 -2.759461 -1.268 -0.215 -0.298
H -1.567350 25.548253 0.030451 -0.476 0.457 0.172
H -0.823464 25.922634 -1.513618 0.065 0.055 0.087
H -2.456932 26.505376 -1.319671 -0.074 0.205 0.693
H -5.118120 23.966509 2.854630 0.101 0.020 -0.040
H -6.153083 22.951811 1.918647 0.125 -0.423 -0.217
H -4.181652 21.192264 1.948352 0.241 0.317 -0.382
H -3.253130 22.395723 2.856037 0.020 -0.117 0.035
H -4.699422 21.554984 3.484524 -0.203 0.717 0.313
C 0.763998 16.663918 -2.156782 -1.096 0.608 -0.430
C 1.431136 15.994580 -0.971442 -0.366 -0.838 -1.187
O 0.670882 16.015022 0.257378 -0.038 0.413 -0.043
P -0.804331 15.436413 0.241604 0.237 0.455 1.571
O -1.035272 14.214664 -0.538097 -0.171 0.396 -0.121
O -1.608459 16.765444 -0.093019 0.165 0.034 -0.561
C -3.025551 16.802644 -0.255057 -0.903 -0.549 1.028
C -3.674296 17.676003 0.832350 0.248 0.196 -0.447
O -1.096090 15.256270 1.835461 -0.061 0.456 -1.549
C -2.124627 14.268516 2.106487 0.475 0.593 1.768
C -2.437917 14.329841 3.590837 0.951 -0.938 0.587
H 1.251693 16.479793 -3.115506 0.365 -0.418 0.266
H -0.261880 16.306596 -2.276583 0.080 -0.149 -0.046
H 0.666800 17.752746 -2.128845 0.206 0.003 0.566
H 1.486600 14.929351 -1.200910 0.571 0.050 -0.189
H 2.423750 16.428027 -0.881235 -0.048 -0.125 0.925
H -3.264028 17.076550 -1.280653 0.080 0.339 0.049
H -3.440749 15.804671 -0.098763 0.147 -0.200 -0.274
H -3.281195 17.417845 1.815754 0.182 -0.035 -0.064
H -3.505171 18.738814 0.660706 0.137 0.019 0.080
H -4.752480 17.516042 0.881702 -0.028 -0.087 -0.244
H -3.119166 14.521838 1.728684 0.486 -0.261 -1.279
H -1.630674 13.352625 1.792322 -0.991 -0.443 -0.040
H -1.565851 14.248506 4.245882 0.200 0.187 -0.278
H -2.970726 15.232814 3.882679 -0.231 -0.100 -0.176
H -2.975510 13.408076 3.829129 -0.495 0.315 0.072
C 1.309933 21.940621 -0.752093 -0.555 -2.225 -0.473
C 0.136478 21.116183 -0.155488 -0.041 2.666 0.057
O 0.646087 20.130596 0.729377 -0.148 -0.428 0.467
P 0.399187 20.319035 2.296293 0.820 -1.365 0.274
O -1.005549 20.340124 2.745754 0.863 0.454 -0.177
O 1.283342 19.123593 2.940619 -0.920 1.255 -0.360
C 0.796328 17.793219 2.837647 -1.650 -0.758 -1.853
C 2.007150 16.907219 2.827796 0.288 -0.783 1.394
O 1.402980 21.521717 2.588917 -0.896 0.235 0.069
C 2.026622 21.727094 3.855034 0.737 -0.923 1.279
C 3.479667 22.059514 3.574679 -0.291 -0.327 -0.114
H 1.871090 22.272484 0.115649 0.317 0.454 -0.367
H 1.873217 21.229192 -1.365416 0.554 0.176 0.241
H 0.980204 22.689948 -1.469619 -0.167 0.423 0.501
H -0.393047 21.895241 0.407531 -0.535 -0.545 0.110
H -0.579446 20.726207 -0.876685 0.248 -0.398 0.020
H -0.101264 17.559409 3.428294 1.085 0.104 1.609
H 0.173913 17.665521 1.936146 1.046 0.349 -0.729
H 2.696191 17.046210 1.996799 -0.329 0.300 -0.215
H 2.569581 17.110264 3.746825 0.111 0.144 -0.061
H 1.790644 15.839321 2.906092 -0.390 0.088 -0.272
H 1.562809 22.514521 4.452546 -0.292 0.236 -0.513
H 1.960219 20.835542 4.483530 -0.155 -0.188 -0.291
H 4.141829 21.987757 4.436869 -0.439 0.871 0.409
H 3.966055 21.302831 2.955136 -0.513 0.207 -0.654
H 3.367934 23.036959 3.104923 1.180 0.054 -0.091
C -1.296208 27.033296 8.332101 -0.560 -0.178 -0.556
C -2.021270 26.429008 7.124738 -1.511 0.100 1.578
O -1.190789 25.854758 6.157228 0.698 -0.558 -0.821
P -1.669541 24.549226 5.350205 0.092 0.884 0.291
O -3.021206 24.674211 4.795874 0.072 -0.232 -0.097
O -0.495725 24.387608 4.300727 0.208 -0.660 0.262
C -0.501011 25.032866 3.023992 -0.535 1.315 0.076
C 0.809877 24.902851 2.279276 -0.195 -0.654 0.295
O -1.429991 23.368866 6.392287 0.085 1.046 -0.683
C -1.703448 22.034843 5.945983 -0.293 -1.355 1.504
C -3.152969 21.634090 6.146332 -1.021 0.290 -1.438
H -0.551369 27.787352 8.082258 0.257 -0.312 -0.168
H -2.076425 27.586004 8.860273 0.047 -0.184 0.299
H -0.918612 26.227904 8.958630 0.328 0.265 0.110
H -2.695611 25.648633 7.506534 0.150 0.043 0.119
H -2.736510 27.178672 6.764289 0.524 -0.017 -0.802
H -1.416288 24.817018 2.471351 0.175 -0.725 -0.058
H -0.576061 26.112102 3.198882 -0.241 0.008 0.212
H 0.576801 25.063503 1.226589 0.380 0.528 -0.010
H 1.472277 25.629900 2.745253 0.319 0.081 -0.595
H 1.303502 23.932013 2.312770 -0.356 -0.164 0.218
H -1.285935 21.840506 4.958464 -0.237 0.060 -0.089
H -1.207663 21.412062 6.696938 0.663 0.084 -0.442
H -3.367766 20.657571 5.704346 0.502 -0.240 0.236
H -3.496043 21.623712 7.178392 0.308 0.139 0.097
H -3.825145 22.262224 5.554248 0.098 0.352 0.301
C 9.556147 16.883593 10.014148 -0.428 0.140 0.409
C 8.630700 17.900486 9.394842 -0.051 -0.447 -1.267
O 7.289145 17.341016 9.466121 -0.507 0.048 0.584
P 6.344986 17.355921 8.194624 -0.993 -0.014 -1.002
O 4.963190 16.843397 8.291507 1.142 0.262 0.809
O 6.424066 18.870289 7.668418 0.142 -1.057 0.514
C 5.290961 19.729821 7.842521 -1.447 0.250 -0.562
C 4.893507 20.202676 6.425797 0.640 0.862 1.400
O 7.193205 16.547933 7.095954 -0.225 0.693 0.313
C 7.421153 15.163112 7.294069 0.448 -1.508 -0.245
C 8.586891 14.748705 6.386634 -1.051 0.259 0.935
H 9.337128 15.929703 9.536854 0.123 -0.122 0.184
H 10.616197 17.097609 9.893300 -0.051 0.250 -0.049
H 9.306817 16.845196 11.075727 0.236 -0.359 0.020
H 8.644451 18.891709 9.841601 -0.099 -0.083 0.172
H 8.848244 17.984738 8.327366 0.251 0.329 0.088
H 4.401322 19.310644 8.320655 0.366 -1.078 -0.216
H 5.525197 20.489472 8.590659 0.592 0.501 -0.655
H 4.626131 19.384292 5.764259 0.180 -0.152 0.097
H 4.057859 20.901828 6.478392 -0.040 -0.031 0.056
H 5.771648 20.755860 6.091612 -0.143 -0.076 -0.651
H 7.586339 14.856207 8.332627 0.448 0.743 0.186
H 6.580669 14.496990 7.067310 -0.505 0.764 -0.501
H 8.292404 14.994857 5.368776 0.320 -0.066 -0.127
H 9.477386 15.289308 6.699799 0.208 -0.171 -0.256
H 8.675841 13.670479 6.518498 0.420 0.007 -0.251